Computed, not measured: C34H48N4O4S5Tl as an isolated structure in a non-equilibrium geometry, with ωB97M-V with the def2-TZVPD basis set.

Positions of all 96 atoms, in Å:
Tl 0.80 -0.79 -1.85
C 2.10 2.12 0.68
C 1.26 3.14 1.34
C 1.32 3.06 2.80
C -0.12 3.23 0.70
C -0.43 4.41 0.07
C -1.67 4.63 -0.56
C -2.64 3.61 -0.45
C -2.39 2.43 0.24
C -3.45 1.39 0.05
C -4.32 1.35 1.28
C -2.95 0.01 -0.27
C -1.11 2.19 0.77
N -0.69 0.92 1.26
C -1.01 0.49 2.43
C -0.64 -0.87 2.83
N -0.06 -1.66 2.03
C 0.31 -2.94 2.61
C 1.57 -3.04 3.25
C 1.80 -4.19 4.03
C 0.88 -5.19 4.02
C -0.39 -5.10 3.44
C -0.67 -3.97 2.71
C -1.95 -3.94 1.86
C -3.16 -3.21 2.52
C -1.71 -3.32 0.45
C 2.71 -2.03 3.08
C 2.38 -0.57 3.51
C 3.26 -2.06 1.67
H 3.06 2.04 1.21
H 2.15 2.16 -0.40
H 1.62 1.13 0.86
H 1.79 4.09 1.07
H 1.05 2.10 3.17
H 0.65 3.82 3.21
H 2.29 3.31 3.16
H 0.34 5.23 0.10
H -1.89 5.57 -0.96
H -3.62 3.87 -0.76
H -3.97 1.85 -0.78
H -3.78 0.71 2.07
H -5.24 0.86 0.97
H -4.67 2.25 1.67
H -2.58 -0.56 0.63
H -2.06 -0.01 -0.89
H -3.71 -0.66 -0.73
H -1.56 1.12 3.12
H -0.93 -1.14 3.83
H 2.76 -4.39 4.49
H 1.13 -6.09 4.60
H -1.11 -5.96 3.39
H -2.15 -4.95 1.71
H -3.19 -2.14 2.26
H -3.09 -3.32 3.60
H -4.07 -3.81 2.22
H -1.55 -2.21 0.48
H -2.65 -3.46 -0.10
H -0.85 -3.71 -0.12
H 3.52 -2.43 3.80
H 1.91 -0.08 2.71
H 3.35 0.01 3.65
H 1.78 -0.50 4.47
H 2.34 -1.76 0.98
H 3.43 -3.07 1.34
H 4.10 -1.40 1.39
C 3.80 5.99 -2.63
O 3.20 4.69 -2.91
C 4.04 3.60 -2.74
O 5.17 3.74 -2.34
N 3.34 2.52 -3.02
N 3.86 1.24 -2.95
H 3.55 6.69 -3.44
H 4.91 5.84 -2.50
H 3.38 6.40 -1.76
H 2.46 2.62 -3.44
H 3.75 1.02 -1.94
H 4.84 1.40 -3.21
C -0.24 3.09 -4.14
O 0.55 2.06 -3.57
C -0.18 0.89 -3.25
O -1.42 0.92 -3.38
H -0.89 2.74 -4.92
H 0.40 3.81 -4.61
H -0.84 3.60 -3.35
C -2.43 -1.37 -4.89
S -2.33 -2.08 -3.23
C -1.53 -3.59 -3.51
C -0.20 -3.76 -3.78
S 0.97 -2.65 -4.25
S 0.39 -5.45 -3.52
C -1.08 -6.20 -3.16
S -1.34 -7.80 -2.88
S -2.38 -5.09 -3.06
H -3.15 -0.57 -4.77
H -2.72 -2.04 -5.70
H -1.51 -0.84 -5.09

HOMO ... -4.108 eV
Relative energy (zero: lowest compared OMol25 entry of this formula, charge and spin) ... 123.0 kJ/mol
Charge ... -1

---

Computed, not measured: C34H49AlN2O4 as an isolated structure, with ωB97M-V with the def2-TZVPD basis set.

Positions of all 90 atoms, in Å:
Al -0.40 0.56 0.36
C -0.93 -1.34 -1.39
C -0.46 0.05 -1.65
C 0.93 -0.17 -2.21
C 1.16 -1.52 -2.18
C 0.02 -2.25 -1.70
C -0.11 -3.76 -1.59
C 1.20 -4.46 -1.97
C -1.21 -4.23 -2.56
C -0.50 -4.18 -0.17
C 2.01 0.81 -2.71
C 1.81 1.19 -4.19
C 3.39 0.14 -2.64
C 2.11 2.10 -1.87
C -1.55 0.87 -2.46
C -1.34 2.39 -2.42
C -1.56 0.38 -3.92
C -2.97 0.61 -1.92
H -1.93 -1.56 -1.03
H 2.09 -1.99 -2.48
H 1.49 -4.22 -3.00
H 1.08 -5.54 -1.89
H 2.01 -4.15 -1.30
H -0.96 -3.97 -3.59
H -2.17 -3.76 -2.31
H -1.34 -5.32 -2.50
H 0.29 -3.90 0.54
H -0.64 -5.26 -0.11
H -1.43 -3.69 0.14
H 1.67 0.30 -4.81
H 2.71 1.71 -4.55
H 0.97 1.86 -4.35
H 3.49 -0.69 -3.34
H 3.60 -0.21 -1.63
H 4.16 0.88 -2.89
H 1.14 2.48 -1.58
H 2.62 2.88 -2.44
H 2.67 1.92 -0.96
H -0.44 2.70 -2.96
H -1.25 2.74 -1.38
H -2.19 2.91 -2.86
H -0.63 0.57 -4.43
H -2.37 0.86 -4.47
H -1.73 -0.70 -3.93
H -3.03 0.73 -0.84
H -3.32 -0.40 -2.18
H -3.66 1.32 -2.38
C -2.97 1.11 1.86
O -1.88 0.72 1.10
H -2.65 1.47 2.84
H -3.66 0.28 2.00
H -3.52 1.92 1.37
C 6.94 3.06 1.69
C 5.47 2.83 1.89
C 5.00 1.83 2.73
C 3.64 1.58 2.90
C 3.25 0.53 3.91
C 2.72 2.34 2.16
C 3.17 3.42 1.38
C 2.21 4.42 0.78
C 4.53 3.64 1.26
C 1.27 1.91 2.13
O 0.61 1.70 3.13
O 0.81 1.72 0.90
H 7.54 2.33 2.24
H 7.23 4.06 2.03
H 7.20 2.98 0.63
H 5.71 1.21 3.27
H 3.98 -0.28 3.92
H 2.25 0.12 3.75
H 3.24 0.98 4.91
H 1.81 5.06 1.57
H 1.37 3.94 0.28
H 2.72 5.07 0.06
H 4.88 4.48 0.66
N 4.31 -2.41 0.37
C 3.88 -2.52 1.65
O 4.59 -2.88 2.57
C 2.43 -2.20 1.89
C 1.78 -2.79 2.96
C 0.46 -2.47 3.22
C -0.17 -1.56 2.39
N 0.45 -0.98 1.37
C 1.74 -1.28 1.12
H 5.28 -2.58 0.17
H 3.68 -2.21 -0.39
H 2.33 -3.48 3.59
H -0.07 -2.92 4.05
H -1.21 -1.26 2.55
H 2.20 -0.75 0.30

HOMO ... -7.927 eV

---

Computed, not measured: C34H49AsIIrN5O4Si3 as an isolated structure in a non-equilibrium geometry, with ωB97M-V with the def2-TZVPD basis set.

Positions of all 98 atoms, in Å:
Ir 1.34 0.48 -0.20
C 4.04 -0.09 0.90
N 3.46 0.42 -0.35
C 3.85 -0.31 -1.56
C 2.79 -0.07 -2.58
N 1.58 0.33 -2.25
C 0.87 0.43 -3.44
C -0.43 0.85 -3.69
C -0.86 0.85 -5.00
C -0.02 0.44 -6.05
C 1.28 0.04 -5.82
C 1.70 0.05 -4.49
N 2.92 -0.25 -3.91
C 3.11 0.24 2.02
N 1.83 0.49 1.86
C 1.31 0.59 3.16
C 0.01 0.79 3.63
C -0.19 0.84 4.99
C 0.87 0.69 5.89
C 2.16 0.48 5.45
C 2.34 0.43 4.08
N 3.48 0.21 3.32
H 5.04 0.30 1.08
H 4.09 -1.18 0.83
H 3.64 1.42 -0.44
H 3.89 -1.38 -1.33
H 4.83 0.00 -1.93
H -1.03 1.20 -2.87
H -1.86 1.18 -5.22
H -0.40 0.45 -7.06
H 1.93 -0.25 -6.62
H 3.76 -0.55 -4.38
H -0.82 0.87 2.95
H -1.19 0.98 5.37
H 0.67 0.74 6.96
H 2.98 0.36 6.14
H 4.41 0.05 3.66
C -4.53 0.59 -0.27
Si -3.02 0.59 -1.37
C -3.06 -0.92 -2.46
C -3.11 2.13 -2.44
As -1.18 0.56 0.19
Si -1.69 2.69 1.30
C -2.95 2.58 2.68
C -2.43 3.93 0.11
C -0.13 3.46 2.01
Si -1.85 -1.42 1.47
C -2.54 -2.72 0.34
C -0.37 -2.15 2.37
C -3.15 -1.10 2.78
H -5.41 0.62 -0.91
H -4.56 1.45 0.39
H -4.59 -0.32 0.34
H -3.73 -0.69 -3.30
H -3.47 -1.78 -1.94
H -2.09 -1.19 -2.86
H -3.36 1.82 -3.46
H -2.20 2.73 -2.48
H -3.91 2.78 -2.09
H -3.97 2.66 2.28
H -2.79 3.45 3.32
H -2.91 1.70 3.32
H -3.46 3.69 -0.15
H -1.83 4.07 -0.78
H -2.45 4.87 0.66
H -0.10 3.35 3.10
H -0.17 4.53 1.79
H 0.80 3.07 1.60
H -2.02 -2.80 -0.61
H -3.61 -2.57 0.16
H -2.44 -3.68 0.86
H 0.59 -1.94 1.90
H -0.51 -3.24 2.39
H -0.33 -1.81 3.40
H -4.16 -1.10 2.36
H -3.03 -0.19 3.35
H -3.10 -1.94 3.48
C 1.82 4.65 -1.17
C 1.22 3.28 -0.98
O 0.12 2.98 -1.41
O 1.97 2.44 -0.28
H 1.25 5.21 -1.90
H 2.87 4.57 -1.48
H 1.80 5.17 -0.21
I 2.47 -8.50 -0.29
C 1.93 -6.49 -0.46
C 2.42 -5.58 0.46
C 2.06 -4.24 0.34
C 1.22 -3.82 -0.68
C 0.73 -4.76 -1.59
C 1.09 -6.09 -1.49
C 0.80 -2.39 -0.84
O 1.52 -1.56 -0.15
O -0.14 -2.09 -1.56
H 3.06 -5.90 1.27
H 2.42 -3.52 1.07
H 0.06 -4.42 -2.37
H 0.71 -6.81 -2.20

HOMO ... -10.613 eV
Relative energy (zero: lowest compared OMol25 entry of this formula, charge and spin) ... 0.0 kJ/mol
Charge ... +1

---

Computed, not measured: a 3-piece molecular cluster, C34H49BrN3O4P2 overall in a non-equilibrium geometry, with ωB97M-V with the def2-TZVPD basis set.

Positions of all 93 atoms, in Å:
C 2.72 -2.69 4.49
C 2.33 -2.63 3.12
C 1.32 -2.37 1.81
C 0.15 -3.48 1.48
P 0.08 -5.04 2.60
N -1.31 -5.03 3.44
C -0.87 -3.18 0.21
C -2.05 -4.29 -0.05
C -1.89 -5.18 -1.42
C -3.45 -5.38 -2.01
C -4.45 -6.13 -0.94
C -5.50 -5.13 -0.16
O -5.51 -5.53 1.25
C -5.62 -4.38 2.17
N -0.71 -1.91 -0.64
N -1.55 -1.64 -1.70
C -2.69 -0.77 -1.21
C -4.19 -1.27 -1.65
C -5.26 -0.62 -0.54
C -6.72 -1.44 -0.60
C 0.39 -0.86 -0.36
C 0.55 0.46 -1.32
C 0.00 1.86 -0.67
C -0.81 1.71 0.74
O -1.15 3.07 1.20
C -2.60 3.28 1.32
C -3.73 2.97 0.18
O -3.05 3.84 2.48
C 1.47 -1.02 0.90
P 2.75 0.38 1.15
O 3.51 0.34 2.71
Br 4.46 0.00 -0.36
H 2.93 -2.78 5.67
H 1.16 -5.12 3.56
H 0.23 -6.21 1.74
H -1.01 -5.06 4.46
H -3.08 -3.70 -0.15
H -2.22 -5.04 0.85
H -1.49 -6.27 -1.22
H -1.25 -4.63 -2.23
H -3.33 -6.12 -2.94
H -3.89 -4.37 -2.44
H -5.13 -6.90 -1.55
H -3.78 -6.75 -0.20
H -5.32 -3.99 -0.35
H -6.59 -5.36 -0.58
H -6.48 -4.60 2.96
H -4.61 -4.32 2.78
H -5.88 -3.36 1.66
H -1.89 -2.50 -2.19
H -2.47 0.33 -1.54
H -2.65 -0.83 -0.02
H -4.25 -2.43 -1.49
H -4.46 -0.96 -2.74
H -4.78 -0.78 0.54
H -5.42 0.51 -0.80
H -7.58 -0.73 -1.02
H -6.62 -2.42 -1.25
H -7.05 -1.82 0.48
H 0.05 0.35 -2.39
H 1.71 0.64 -1.54
H -0.71 2.38 -1.48
H 0.94 2.57 -0.46
H -0.10 1.20 1.55
H -1.78 1.05 0.70
H -4.09 1.84 0.33
H -3.39 3.15 -0.93
H -4.71 3.62 0.37
H 4.21 -0.40 2.63
C 4.62 5.69 0.55
C 4.35 4.43 1.09
C 3.06 4.10 1.48
C 2.03 5.03 1.33
C 2.29 6.29 0.78
C 3.59 6.62 0.40
H 5.64 5.95 0.25
H 5.16 3.71 1.21
H 2.85 3.13 1.91
H 1.01 4.78 1.63
H 1.49 7.01 0.66
H 3.80 7.60 -0.02
C 8.22 6.46 -1.70
C 7.99 5.09 -1.71
C 8.80 4.25 -2.48
C 9.83 4.79 -3.24
C 10.06 6.17 -3.23
C 9.25 7.00 -2.46
H 7.59 7.11 -1.10
H 7.19 4.66 -1.11
H 8.62 3.18 -2.50
H 10.46 4.14 -3.85
H 10.87 6.59 -3.82
H 9.42 8.08 -2.46

HOMO ... -10.583 eV
Relative energy (zero: lowest compared OMol25 entry of this formula, charge and spin) ... 1264.5 kJ/mol
Charge ... +1

---

Computed, not measured: C34H49ClIrN7O3S as an isolated structure in a non-equilibrium geometry, with ωB97M-V with the def2-TZVPD basis set.

Positions of all 96 atoms, in Å:
Ir 0.87 -0.57 -0.17
C 3.47 -2.88 -1.91
C 3.80 -3.09 -0.47
C 5.10 -3.38 -0.09
C 5.41 -3.65 1.23
C 4.41 -3.65 2.20
C 3.10 -3.35 1.86
C 2.02 -3.44 2.90
C 2.80 -3.05 0.52
N 1.47 -2.75 0.20
C 0.61 -3.67 -0.07
C 0.93 -5.12 -0.16
C -0.76 -3.20 -0.28
C -1.89 -4.16 -0.17
N -0.89 -1.95 -0.58
C -2.09 -1.29 -0.80
C -2.57 -1.15 -2.12
C -1.86 -1.82 -3.25
C -3.76 -0.46 -2.32
C -4.45 0.09 -1.26
C -3.97 -0.05 0.03
C -2.79 -0.73 0.29
C -2.31 -0.89 1.70
H 4.00 -3.62 -2.52
H 3.82 -1.90 -2.24
H 2.40 -2.95 -2.11
H 5.86 -3.43 -0.85
H 6.42 -3.89 1.51
H 4.65 -3.91 3.21
H 2.41 -3.18 3.88
H 1.66 -4.46 2.96
H 1.17 -2.80 2.66
H 2.00 -5.29 -0.06
H 0.59 -5.52 -1.12
H 0.41 -5.67 0.62
H -1.88 -4.66 0.80
H -1.78 -4.94 -0.93
H -2.84 -3.67 -0.32
H -0.82 -2.04 -3.00
H -1.90 -1.22 -4.16
H -2.36 -2.76 -3.48
H -4.15 -0.38 -3.33
H -5.37 0.62 -1.43
H -4.52 0.36 0.86
H -2.68 -0.09 2.32
H -1.21 -0.89 1.74
H -2.67 -1.83 2.12
N 1.84 0.08 1.95
N 3.23 0.26 1.92
C 3.92 0.36 0.78
N 5.24 0.52 0.84
S 3.17 0.27 -0.74
H 1.32 0.97 2.16
H 1.62 -0.59 2.69
H 3.72 0.43 2.79
H 5.73 0.59 1.72
H 5.77 0.64 0.00
C 1.71 1.77 -4.63
C 1.14 2.61 -3.49
C -0.19 3.27 -3.88
C 2.15 3.68 -3.08
N 0.91 1.77 -2.31
N 0.45 0.47 -2.38
H 2.10 2.44 -5.40
H 0.95 1.15 -5.11
H 2.53 1.14 -4.29
H -0.04 3.91 -4.74
H -0.56 3.89 -3.06
H -0.94 2.53 -4.13
H 2.28 4.39 -3.89
H 3.12 3.23 -2.87
H 1.82 4.23 -2.20
H 0.51 2.26 -1.52
H 0.84 0.02 -3.21
H -0.58 0.40 -2.38
C -5.38 3.35 1.62
C -4.42 3.67 2.72
C -4.88 4.03 3.97
C -3.99 4.40 4.99
Cl -4.57 4.88 6.51
C -2.60 4.39 4.75
C -2.12 4.02 3.52
C -3.01 3.67 2.48
O -2.63 3.34 1.25
C -1.32 3.50 0.79
C -0.42 2.24 1.10
O 0.18 2.22 2.16
O -0.41 1.39 0.18
H -5.88 4.26 1.30
H -6.15 2.68 1.97
H -4.87 2.92 0.77
H -5.94 4.05 4.16
H -1.92 4.66 5.54
H -1.05 3.98 3.36
H -0.84 4.39 1.21
H -1.41 3.59 -0.30

Multiplicity ... 2
<S²> ... 0.7680
HOMO (alpha / beta) ... -15.665 / -15.656 eV
Relative energy (zero: lowest compared OMol25 entry of this formula, charge and spin) ... 402.7 kJ/mol
Charge ... +3